1.
C13H34Cl2N3OP2V as an isolated structure at a distorted geometry, computed with ωB97M-V/def2-TZVPD.

The net charge is +2. Its energy relative to the best compared isomer or geometry (same formula, charge and spin) is 0.0 kcal/mol. The calculation puts the total energy at -3301.82311 hartree. As for the spin multiplicity: 3. For the HOMO-LUMO gap (alpha / beta), the calculation gives 7.093 / 7.264 eV. The calculation puts the HOMO energy (alpha / beta) at -14.43 / -14.61 eV.

Each line ends with the Mulliken spin population.
Geometry (Å):
O: 1.411 -1.497 1.948  0.01
H: 5.429 -1.798 -0.889  0.00
H: 1.497 -1.583 -1.378  -0.03
H: -1.652 -1.238 -4.220  0.00
C: -3.319 -0.232 -2.004  -0.01
H: 0.303 2.830 -0.687  0.00
H: 0.177 0.178 0.980  -0.02
H: 3.923 0.130 2.394  0.00
H: -1.654 4.187 -1.172  0.00
C: 4.230 -2.933 1.785  0.00
N: -0.111 2.024 -0.215  -0.05
C: -2.709 1.285 2.241  0.00
P: -1.893 -1.370 -1.810  -0.02
H: 4.060 -2.879 -1.265  0.00
C: -1.317 4.593 -0.208  0.00
Cl: -0.435 1.011 -2.880  0.01
H: -1.896 5.214 2.096  0.00
C: 4.334 -1.873 -0.924  0.00
N: -1.497 1.308 1.440  -0.01
H: -0.017 -1.829 -0.300  -0.02
H: 3.974 0.811 0.728  0.00
C: 4.317 -0.009 1.377  0.00
H: -1.171 -0.741 1.730  0.01
H: 3.486 -3.067 2.579  0.00
H: -1.240 3.794 2.954  0.00
H: -2.969 -2.442 0.104  0.00
H: 4.309 -3.855 1.193  0.00
H: -4.259 -0.798 -1.955  0.00
H: -3.242 0.284 -2.967  0.00
C: -0.922 0.044 1.013  0.13
H: -1.914 -3.572 -0.794  0.00
H: 1.162 -3.099 -0.535  0.00
H: -2.489 1.539 3.289  0.00
H: -2.945 3.827 2.408  0.00
H: -3.320 0.525 -1.209  0.00
P: 3.729 -1.573 0.726  0.00
H: -3.521 -3.132 -1.458  0.00
C: -1.693 -2.057 -3.491  0.00
C: 1.842 -1.529 0.782  -0.03
N: -1.516 3.607 0.853  0.00
C: -2.649 -2.763 -0.898  0.00
C: -1.919 4.122 2.153  0.00
Cl: 2.501 0.893 -1.348  0.04
C: 1.083 -2.004 -0.427  0.08
H: -0.262 4.898 -0.292  0.00
H: 3.951 -1.115 -1.619  0.00
H: -3.134 0.268 2.228  0.00
H: -2.529 -2.731 -3.716  0.00
H: 5.419 -0.023 1.406  0.00
H: -1.913 5.474 0.043  0.00
H: -3.481 1.969 1.856  0.00
H: 5.208 -2.709 2.229  0.00
C: -1.031 2.343 0.689  0.00
V: 0.390 0.130 -1.039  2.01
H: -0.750 -2.618 -3.531  0.00
H: -1.368 -0.219 0.003  -0.09

2.
C57H66BN8O4S4TeV as an isolated structure at a distorted geometry, computed with ωB97M-V/def2-TZVPD.

The net charge is +1. Its energy relative to the best compared isomer or geometry (same formula, charge and spin) is 0.0 kcal/mol. The calculation puts the total energy at -5780.16608 hartree. As for the spin multiplicity: 2. For the HOMO-LUMO gap (alpha / beta), the calculation gives 5.902 / 5.898 eV. The calculation puts the HOMO energy (alpha / beta) at -9.49 / -9.34 eV.

Each line ends with the Mulliken spin population.
Geometry (Å):
C: 2.707 1.813 3.450  0.00
C: 2.943 2.767 1.260  0.00
H: 4.466 4.276 1.110  0.00
H: 4.868 -2.897 -0.211  0.00
C: -0.335 -4.992 -2.184  0.00
H: -0.699 -1.523 -7.863  0.00
H: 5.486 0.255 -1.735  0.00
H: 0.538 -7.609 -4.240  0.00
H: -1.834 5.045 4.516  0.00
H: 3.982 -3.900 1.789  0.00
H: -5.658 1.934 1.261  0.00
C: -3.823 4.439 -1.180  0.00
H: -4.715 6.560 5.143  0.00
C: -0.947 -2.400 -7.260  0.00
H: 5.134 4.125 3.475  0.00
O: 2.531 -0.596 4.450  0.00
H: -6.141 1.401 2.863  0.00
C: -2.458 -4.229 -1.321  0.00
C: -3.939 4.661 4.490  0.00
H: -2.759 1.113 4.808  0.00
C: 3.887 -2.503 -0.449  0.00
H: -2.822 -0.363 -7.055  0.00
H: -3.717 -1.024 -5.674  0.00
C: -5.330 -2.256 3.839  0.00
H: -4.882 4.405 -1.412  0.00
C: -3.866 -4.430 -0.851  -0.01
H: -4.998 5.241 6.273  0.00
C: -2.232 -3.308 -5.316  0.00
C: -1.870 -2.935 -1.258  0.05
C: -4.942 3.934 3.862  0.00
C: 5.431 -2.988 -2.994  0.00
H: -6.501 -2.519 2.051  0.00
C: 0.913 2.142 -5.252  0.00
C: -5.861 2.274 2.271  0.00
H: -4.015 -1.786 5.460  0.00
C: -0.872 3.444 2.679  -0.01
H: -6.716 2.948 2.239  0.00
H: 2.548 -6.433 -3.433  0.00
V: -0.844 -0.181 0.026  1.41
C: 4.371 -0.946 -3.950  0.00
S: 0.217 -2.144 1.070  -0.08
H: -0.752 2.884 1.758  0.01
H: -4.517 -3.645 -1.237  0.00
N: -1.099 1.069 -1.145  -0.03
C: -2.310 3.532 3.088  0.01
C: 4.338 3.493 3.102  0.00
H: -1.362 -3.842 -4.924  0.00
H: -0.265 -7.677 -1.370  0.00
H: 2.000 2.097 -5.156  0.00
C: -3.008 3.370 -1.515  0.00
O: 0.698 0.888 0.647  -0.03
C: 1.954 -5.606 -3.035  0.00
Te: -2.985 1.126 1.187  -0.02
C: -3.327 2.750 2.537  0.01
H: -0.286 2.971 3.465  0.00
C: -0.475 0.091 -5.615  -0.03
H: -5.860 -3.019 4.399  0.00
H: -3.931 6.374 -0.258  0.00
H: -3.645 -1.919 -7.200  0.00
N: 2.511 -1.364 -1.998  0.02
N: 0.764 0.283 2.871  0.03
N: -0.050 -0.785 -3.091  0.01
C: 1.205 0.938 1.839  -0.02
C: -1.006 -1.112 -5.145  0.02
C: -3.075 -1.283 -6.520  0.00
N: -0.621 -2.793 -1.693  -0.01
S: 1.469 1.266 -2.303  0.00
H: -2.064 -6.249 -1.819  0.00
C: 0.296 0.856 -4.782  0.00
H: 0.657 2.331 -6.294  0.00
H: -1.515 6.467 0.255  0.00
C: -0.789 2.247 -1.478  0.02
H: 1.011 -6.706 -0.613  0.00
N: 1.487 -1.564 -1.145  0.01
H: -2.766 -3.964 -6.010  0.00
C: -1.103 4.553 -0.612  0.00
C: -4.272 5.657 5.572  0.00
H: -1.077 -7.158 -3.691  0.00
H: 3.983 2.556 5.018  0.00
C: -0.078 -6.769 -3.909  0.00
H: -4.247 -5.403 -1.160  0.00
C: 3.707 2.608 3.972  0.00
H: 4.675 -3.625 -3.462  0.00
C: -5.009 -0.990 1.834  0.01
C: 3.690 -1.810 -1.674  -0.01
C: -3.288 5.547 -0.536  0.00
H: 2.213 -4.097 1.869  0.00
H: -0.464 4.446 2.521  0.00
C: 0.562 -6.121 -2.670  0.00
C: -4.673 2.985 2.883  0.00
H: 2.466 -5.200 -2.160  0.00
H: -2.080 -0.439 5.300  0.00
H: 1.418 -7.922 -1.835  0.00
C: -3.570 -0.580 3.750  0.00
C: 1.599 -2.116 0.075  -0.01
C: -2.636 4.465 4.068  0.00
H: -2.891 -3.083 -4.472  0.00
H: -0.039 4.587 -0.405  0.00
C: -3.952 -0.304 2.430  -0.02
H: 3.605 -1.548 -4.445  0.00
C: 0.684 -7.165 -1.549  0.00
C: 2.332 1.879 2.124  0.00
H: -0.661 0.420 -6.631  0.00
C: -2.440 0.132 4.443  -0.01
N: 0.155 -3.785 -2.148  -0.01
H: -0.014 -2.877 -6.945  0.00
O: 0.403 2.557 -2.096  -0.01
H: 2.955 -2.680 2.570  0.00
C: 3.961 3.573 1.763  0.00
H: 6.261 -2.872 -3.694  0.00
N: -0.793 -1.517 -3.911  -0.03
H: -5.979 4.107 4.144  0.00
H: 6.292 -1.177 -1.071  0.00
S: -2.678 -1.572 -0.608  -0.05
H: -3.383 5.949 6.129  0.00
H: 1.899 -4.818 -3.788  0.00
H: 2.630 2.832 0.224  0.00
C: -1.930 5.605 -0.251  0.00
H: 5.812 -3.504 -2.108  0.00
H: -1.601 0.288 3.775  0.00
C: -1.646 3.427 -1.229  0.02
C: -1.672 -5.238 -1.777  0.00
C: 4.843 -1.611 -2.655  0.00
C: -1.819 -2.031 -6.048  -0.01
H: -5.296 -0.751 0.818  0.00
H: 3.948 0.044 -3.756  0.00
H: 0.574 2.982 -4.645  0.00
C: -4.290 -1.560 4.435  0.00
H: -3.906 -4.360 0.239  0.00
C: 3.026 -3.380 1.738  -0.01
S: 1.706 0.551 4.194  0.00
C: 5.906 -0.724 -1.989  0.00
O: 0.913 1.077 5.265  0.00
C: -5.694 -1.975 2.529  0.00
H: 5.221 -0.834 -4.627  0.00
B: 0.069 -1.401 -1.696  -0.19
C: 2.872 -2.663 0.436  0.02
H: -0.157 -6.054 -4.734  0.00
H: -1.491 -3.098 -7.899  0.00
C: 0.506 0.370 -3.478  -0.03
H: 6.746 -0.571 -2.671  0.00
H: -3.403 2.501 -2.023  0.00

3.
A 2-piece molecular cluster, C2H5N3OS overall at a distorted geometry, computed with ωB97M-V/def2-TZVPD.

The net charge is 0. Its energy relative to the best compared isomer or geometry (same formula, charge and spin) is 44.7 kcal/mol. The calculation puts the total energy at -716.86948 hartree. For the HOMO-LUMO gap, the calculation gives 10.053 eV. The calculation puts the HOMO energy at -9.54 eV.

Each line ends with the Löwdin charge.
Geometry (Å):
H: -0.768 -1.342 -1.126  0.06
N: 2.384 -0.357 0.029  0.14
H: 1.911 -0.888 -0.649  0.08
N: 1.378 1.638 0.997  0.16
H: -0.317 1.296 1.068  0.02
C: -1.480 0.202 -0.046  -0.89
H: -2.886 -1.037 -1.263  -0.07
N: -0.577 -0.571 -0.466  0.05
S: -3.225 -0.066 -0.257  0.79
O: -1.172 1.358 0.606  -0.04
H: 2.953 -0.908 0.594  0.09
C: 1.800 0.676 0.514  -0.38

4.
A 2-piece molecular cluster, CH6OP2S overall, computed with ωB97M-V/def2-TZVPD.

The net charge is 0. Its energy relative to the best compared isomer or geometry (same formula, charge and spin) is 64.4 kcal/mol. The calculation puts the total energy at -1197.72706 hartree. For the HOMO-LUMO gap (alpha / beta), the calculation gives 6.532 / 8.553 eV. The calculation puts the HOMO energy (alpha / beta) at -8.68 / -8.45 eV.

Each line ends with the Löwdin charge.
Geometry (Å):
P: 0.629 -1.718 -0.402  0.56
H: -1.845 0.410 0.750  -0.04
H: -2.099 1.485 -0.740  -0.02
P: 1.478 0.293 -0.795  0.11
H: 2.264 -0.105 -1.886  -0.14
H: -1.136 2.118 0.702  -0.02
H: 0.293 -1.435 1.768  0.05
C: -1.693 1.332 0.235  0.06
S: 2.804 0.556 0.662  0.03
O: -0.222 -1.414 0.950  -0.49
H: -0.474 -1.522 -1.244  -0.10

5.
One molecule with the formula C5H14N2O at a distorted geometry, computed with ωB97M-V/def2-TZVPD.

The net charge is 0. Its energy relative to the best compared isomer or geometry (same formula, charge and spin) is 70.3 kcal/mol. The calculation puts the total energy at -383.58870 hartree. For the HOMO-LUMO gap, the calculation gives 9.593 eV. The calculation puts the HOMO energy at -8.61 eV.

Each line ends with the Löwdin charge.
Geometry (Å):
H: -0.865 -1.492 1.091  0.11
H: 0.773 1.345 1.192  0.08
H: 3.120 -0.133 1.040  0.10
C: -2.835 0.453 -0.607  -0.07
C: 0.732 -0.510 0.160  -0.21
C: -1.898 -0.740 -0.545  -0.35
H: 3.309 1.991 -1.032  0.06
N: 1.219 0.892 0.401  -0.07
H: 2.928 1.564 1.371  0.10
H: -3.568 0.286 -1.399  0.08
H: -0.924 0.150 1.281  0.11
N: 3.351 1.075 -0.639  0.00
C: -0.809 -0.572 0.476  -0.16
H: 1.243 -1.272 0.737  0.09
O: -2.843 -1.662 0.188  -0.12
H: 3.686 0.289 -1.158  0.05
H: -3.080 -2.511 -0.207  0.08
H: -1.589 -1.217 -1.472  0.14
H: -2.243 1.339 -0.928  0.09
H: 0.906 -0.723 -0.892  0.10
H: -3.321 0.662 0.324  0.08
C: 2.709 0.788 0.621  -0.32

6.
A 7-piece molecular cluster, C4H22N8O7 overall at a distorted geometry, computed with ωB97M-V/def2-TZVPD.

The net charge is +1. Its energy relative to the best compared isomer or geometry (same formula, charge and spin) is 0.3 kcal/mol. The calculation puts the total energy at -1130.06979 hartree. As for the spin multiplicity: 2. For the HOMO-LUMO gap (alpha / beta), the calculation gives 9.529 / 3.504 eV. The calculation puts the HOMO energy (alpha / beta) at -12.19 / -12.19 eV.

Each line ends with the Mulliken spin population.
Geometry (Å):
H: 4.973 17.230 5.638  0.00
H: 8.193 20.419 7.784  0.00
H: 9.006 22.711 12.559  -0.01
O: 8.903 22.769 10.123  0.00
H: 4.217 16.379 11.135  0.00
H: 5.379 15.402 7.672  0.00
H: 5.234 18.688 4.152  0.00
H: 8.853 21.276 6.725  0.00
H: 3.652 16.282 13.143  0.00
H: 6.834 17.878 9.226  0.00
C: 5.497 15.759 12.550  0.00
H: 8.673 21.853 10.281  0.00
N: 4.597 16.027 13.395  0.00
O: 7.435 20.484 10.639  0.00
C: 7.447 19.301 10.404  0.00
C: 9.463 21.823 14.348  0.00
N: 7.680 18.334 11.248  0.00
H: 6.345 20.028 4.361  0.00
N: 8.826 20.881 13.743  0.45
H: 6.689 19.577 8.686  0.00
H: 7.671 17.368 10.955  0.00
C: 6.007 18.991 6.002  0.00
H: 7.618 18.557 12.231  0.00
O: 6.621 19.653 6.819  0.00
N: 6.946 18.873 9.363  0.00
H: 9.725 23.709 13.767  -0.03
H: 5.740 17.509 7.181  0.00
H: 8.441 20.141 14.313  -0.02
H: 6.577 15.147 8.562  0.00
H: 8.735 20.882 12.737  -0.02
N: 5.031 15.826 11.361  0.00
H: 4.883 16.047 14.364  0.00
O: 5.997 15.844 8.254  0.00
N: 5.771 19.296 4.754  0.00
N: 9.428 22.789 13.473  0.67
H: 9.335 22.763 9.268  0.00
O: 9.808 21.913 15.484  -0.04
O: 8.996 20.905 7.595  0.00
O: 6.613 15.268 12.813  0.00
N: 5.477 17.842 6.264  0.00
H: 5.593 15.523 10.577  0.00

7.
An isolated ion of composition C29H49F2N2O4 and charge +1 at a distorted geometry, computed with ωB97M-V/def2-TZVPD.

The net charge is +1. The calculation puts the total energy at -1744.14335 hartree. For the HOMO-LUMO gap, the calculation gives 9.992 eV. The calculation puts the HOMO energy at -12.46 eV.

Each line ends with the Löwdin charge.
Geometry (Å):
C: 2.638 -0.453 0.631  -0.24
H: 2.096 3.672 0.911  0.11
C: -4.972 1.329 0.050  -0.22
C: 0.982 -0.584 -1.333  -0.22
H: 3.173 1.639 -0.111  0.14
F: 5.281 0.331 -0.636  0.15
H: 0.901 -0.030 -4.824  0.09
H: -0.660 -1.043 0.075  0.15
C: 2.507 1.139 0.646  -0.10
H: 2.923 0.164 -1.555  0.13
C: -7.560 -1.553 0.700  -0.12
H: 2.355 -0.311 -3.792  0.06
O: 5.969 0.080 1.399  0.21
C: 5.092 -0.128 0.630  -0.45
H: -4.394 3.991 2.050  0.11
C: -6.541 -0.763 -0.233  -0.25
H: 0.987 -0.189 2.980  0.12
H: 2.094 -5.975 -5.487  0.13
H: -7.981 -0.904 1.512  0.06
C: 2.837 1.861 2.018  -0.17
H: -5.514 -1.212 -0.169  0.09
H: -0.036 3.264 0.545  0.10
H: -1.114 2.340 1.687  0.09
H: -1.964 4.322 2.790  0.11
H: 3.848 -3.111 -4.088  0.13
C: 2.259 -4.644 -4.178  -0.48
C: 1.289 0.047 -3.778  -0.09
O: 2.797 -5.339 -5.234  0.09
C: 2.140 3.305 1.966  -0.17
H: 0.239 -2.445 -0.430  0.14
H: -0.422 -1.046 2.315  0.13
H: -3.397 2.501 1.832  0.09
C: -6.449 0.788 0.128  -0.22
C: 4.194 -1.209 2.459  -0.44
H: 0.573 2.296 3.231  0.09
H: -6.916 -0.889 -1.286  0.10
H: 2.130 -2.485 -4.264  0.10
H: -0.588 -0.524 -2.836  0.13
C: 2.543 -0.728 -0.977  -0.15
H: -6.904 0.909 1.148  0.10
C: 0.393 -1.389 -0.101  -0.07
H: 3.948 -1.455 -2.517  0.11
H: 4.242 -2.262 -0.968  0.11
H: -3.036 5.251 0.329  0.11
C: 2.328 -3.544 1.142  -0.08
O: 4.004 -0.619 3.452  0.24
F: 4.780 -2.456 2.617  0.11
C: 2.790 -3.222 -3.747  -0.08
H: -0.984 5.469 1.673  0.12
O: 1.335 -5.119 -3.559  0.08
C: -2.662 4.268 0.715  -0.21
N: 3.963 -0.841 1.095  0.14
H: 3.751 -5.188 0.484  0.09
H: -0.006 0.513 1.556  0.09
H: 0.351 -2.991 1.692  0.15
H: -5.883 3.252 0.542  0.10
H: -7.081 -2.438 1.188  0.06
N: 1.375 -1.143 1.049  -0.13
H: 1.477 1.497 0.368  0.10
C: -1.491 4.479 1.788  -0.19
H: 1.571 -2.340 2.807  0.15
C: 1.366 -2.511 1.709  -0.11
H: -2.204 3.699 -0.136  0.10
C: 0.445 -0.396 2.015  0.01
C: -0.483 3.268 1.573  -0.22
C: -4.870 2.907 0.188  -0.20
H: 2.786 3.975 2.598  0.11
H: 1.586 -3.255 -1.877  0.09
H: 3.951 2.008 2.067  0.12
H: 2.436 1.367 2.930  0.09
C: 0.483 -0.882 -2.791  -0.19
C: 3.408 -1.879 -1.621  -0.12
C: 3.169 -4.359 0.931  0.14
H: 0.455 -1.959 -3.080  0.10
H: 0.574 4.119 3.368  0.11
H: -4.710 3.419 -0.801  0.11
H: 1.329 1.110 -3.408  0.09
H: -7.115 1.327 -0.597  0.12
H: -4.359 0.844 0.861  0.10
H: 3.218 -4.086 -1.819  0.11
H: -4.567 1.060 -0.964  0.11
C: 2.658 -3.171 -2.157  -0.18
H: 0.523 0.436 -1.170  0.14
C: 0.700 3.260 2.658  -0.17
H: -8.441 -1.947 0.125  0.07
C: -3.833 3.385 1.290  -0.21